23
Properties=species:S:1:pos:R:3:forces:R:3 method="wB97M-V/def2-TZVPD" molar_mass_g_mol=122.21 e_above_lowest_kcal_mol=54.1 largest_force_ha_per_bohr=0.11976 homo_lumo_gap_ev=9.74 smiles=Cc1ccccc1.CC lumo_ha=0.03594
C 0.72553 2.58114 0.28837 -1.6 0.2 0.1
H 3.75149 2.23822 -1.01924 -0.6 -1.2 -0.6
C 2.72215 1.85887 -0.84582 0.2 2.0 0.1
C -1.13502 1.00010 0.70910 -4.7 -0.7 0.1
H -0.83455 -4.04924 -0.05521 0.4 -1.6 -0.1
H -1.42140 -0.04015 1.01606 0.8 0.6 -1.3
H -2.68358 -1.68912 0.29412 1.9 -0.8 1.3
C -1.14324 -3.10122 -0.37271 1.5 3.2 -2.5
C 0.99811 0.28827 -0.43728 -2.6 -1.4 0.8
H 0.58067 -0.74556 -0.53753 0.4 1.1 0.2
C -1.88434 -2.41171 0.79481 -5.0 -1.1 -3.5
H -1.95532 1.38431 -0.06973 1.7 -1.1 1.3
H -1.34895 -1.95207 1.56195 1.0 0.5 1.0
H 0.08342 3.38921 0.82341 1.3 -1.4 -1.1
H -0.17493 -2.52897 -0.68266 -1.3 -0.9 1.0
H 2.08660 3.92685 -0.37285 1.3 1.0 -0.2
H -2.63603 -3.18622 1.17714 1.3 0.9 0.1
H -1.55739 1.43780 1.62427 1.1 1.0 0.0
C 2.22128 0.55084 -0.93847 4.2 1.4 -0.5
C 0.20384 1.27712 0.23446 2.4 0.4 -0.8
H 3.08873 -0.06295 -1.33770 -2.1 -0.4 0.5
C 1.91716 2.88923 -0.38658 -1.7 -1.1 1.6
H -1.60423 -3.05476 -1.46792 0.1 -0.6 2.7